Entry P
The following is a quantum chemistry calculation of the ion C2H4NO2 with charge +1, from the Open Molecules 2025 dataset.

Values from the calculation:
E_HOMO (alpha / beta) (eV): -16.425 / -16.425
Kohn-Sham gap (alpha / beta) (eV): 7.73 / 7.73
Total charge: +1

The geometry in XYZ format:
```
9
Properties=species:S:1:pos:R:3:nbo_charge:R:1
C 0.652 -0.059 0.616 0.149
C -0.008 0.185 -0.730 -0.112
N 0.013 0.213 1.841 0.409
O -1.332 -0.119 -0.504 -0.698
O 0.132 -1.017 1.648 -0.011
H 1.796 0.036 0.816 0.275
H 0.402 -0.511 -1.453 0.236
H 0.180 1.272 -0.913 0.237
H -1.835 0.000 -1.321 0.517
```



Entry Q
The following is a quantum chemistry calculation of a cluster of 2 separate species, C2H4NO2 in total, from the Open Molecules 2025 dataset.

Values from the calculation:
E_HOMO (eV): -15.236
Kohn-Sham gap (eV): 10.52
Total charge: +1

The geometry in XYZ format:
```
9
Properties=species:S:1:pos:R:3:nbo_charge:R:1
C -0.443 -1.460 -1.258 0.353
C 0.200 0.532 1.322 1.026
N 0.679 1.489 0.723 -0.772
O 0.174 -0.529 -0.879 -0.591
O -0.220 -0.256 1.999 -0.270
H -0.578 -1.640 -2.286 0.152
H -1.141 -1.900 -0.554 0.130
H 0.842 1.458 -0.281 0.508
H 0.487 2.306 1.215 0.465
```



Need the numbers? Relative energies in kcal/mol: entry P 94.9; entry Q 0.0.



Entry P
The following is a quantum chemistry calculation of a structure of composition C7H13O, from the Open Molecules 2025 dataset.

Values from the calculation:
E_HOMO (eV): -1.859
Kohn-Sham gap (eV): 4.12
Total charge: -1

The geometry in XYZ format:
```
21
Properties=species:S:1:pos:R:3:nbo_charge:R:1
C 1.152 2.574 -0.985 -0.090
O 2.335 3.202 -0.992 -0.878
C 1.218 1.243 -0.247 -0.072
C -0.043 0.828 0.470 -0.484
C 0.028 -0.663 0.732 -0.411
C -2.441 -3.427 -0.100 -0.627
C -1.337 -2.762 0.691 -0.395
C -1.128 -1.408 0.429 -0.191
H 0.765 2.396 -2.013 0.183
H 0.304 3.188 -0.496 0.100
H 2.003 1.723 0.626 -0.007
H 1.716 0.336 -0.565 0.226
H -0.894 0.993 -0.197 0.219
H -0.258 1.481 1.342 0.159
H 0.658 -0.941 1.572 0.172
H 2.537 1.883 1.218 0.198
H -2.673 -4.475 0.126 0.190
H -2.266 -3.371 -1.183 0.181
H -3.386 -2.899 0.081 0.185
H -0.742 -3.262 1.447 0.179
H -1.824 -0.930 -0.273 0.162
```



Entry Q
The following is a quantum chemistry calculation of the ion C7H13O with charge -1, from the Open Molecules 2025 dataset.

Values from the calculation:
E_HOMO (eV): -2.002
Kohn-Sham gap (eV): 5.44
Total charge: -1

The geometry in XYZ format:
```
21
Properties=species:S:1:pos:R:3:nbo_charge:R:1
C 0.467 -1.502 -0.586 -0.482
C -0.484 -0.496 -0.365 0.066
C -1.945 -0.756 -0.222 -0.448
C -2.200 -1.029 1.298 -0.619
C -0.109 0.981 -0.384 -0.470
C 1.276 1.169 0.347 -0.444
C 2.499 1.212 -0.695 0.016
O 3.040 2.367 -0.752 -0.933
H 0.281 -2.498 -0.295 0.177
H 1.576 -1.180 -0.697 0.225
H -2.610 -0.053 -0.608 0.205
H -2.133 -1.749 -0.687 0.194
H -1.148 -1.100 1.629 0.236
H -2.742 -0.119 1.682 0.194
H -2.884 -1.860 1.526 0.198
H -0.009 1.435 -1.425 0.233
H -0.901 1.531 0.237 0.179
H 1.172 1.949 1.148 0.190
H 1.479 0.297 0.934 0.172
H 3.264 0.522 -0.385 0.066
H 2.111 0.877 -1.699 0.045
```



Need the numbers? Relative energies in kcal/mol: entry P 92.6; entry Q 0.0.



Entry P
The following is a quantum chemistry calculation of a cluster of 3 separate species, C6H12Cl6 in total, from the Open Molecules 2025 dataset.

Values from the calculation:
E_HOMO (eV): -10.786
Kohn-Sham gap (eV): 11.21

The geometry in XYZ format:
```
24
Properties=species:S:1:pos:R:3:nbo_charge:R:1
Cl 12.189 3.079 -10.630 -0.056
C 12.813 2.856 -8.979 -0.388
C 12.980 1.380 -8.689 -0.382
Cl 14.225 1.142 -7.415 -0.082
H 12.106 3.309 -8.289 0.218
H 13.761 3.377 -8.883 0.225
H 13.326 0.853 -9.570 0.236
H 12.060 0.936 -8.324 0.222
Cl 13.811 -2.806 -8.754 -0.047
C 15.149 -2.077 -9.655 -0.399
C 14.889 -2.012 -11.136 -0.389
Cl 13.710 -0.743 -11.537 -0.054
H 16.028 -2.702 -9.482 0.215
H 15.384 -1.092 -9.256 0.232
H 14.489 -2.948 -11.519 0.225
H 15.820 -1.810 -11.665 0.224
Cl 22.038 -1.849 -11.352 -0.052
C 20.902 -2.172 -10.017 -0.388
C 19.475 -1.842 -10.373 -0.391
Cl 19.259 -0.127 -10.790 -0.052
H 21.236 -1.609 -9.150 0.223
H 20.964 -3.236 -9.796 0.223
H 18.836 -2.048 -9.515 0.219
H 19.135 -2.434 -11.220 0.218
```



Entry Q
The following is a quantum chemistry calculation of a cluster of 3 separate species, C6H12Cl6 in total, from the Open Molecules 2025 dataset.

Values from the calculation:
E_HOMO (eV): -10.557
Kohn-Sham gap (eV): 11.12

The geometry in XYZ format:
```
24
Properties=species:S:1:pos:R:3:nbo_charge:R:1
Cl -0.339 -4.156 -3.982 -0.056
C -0.197 -2.489 -3.411 -0.393
C 0.061 -2.393 -1.927 -0.389
Cl 0.605 -0.755 -1.508 -0.056
H -1.145 -1.983 -3.593 0.220
H 0.655 -2.099 -3.969 0.227
H 0.882 -3.054 -1.647 0.221
H -0.772 -2.691 -1.291 0.228
Cl -0.666 3.256 -1.736 -0.078
C -1.136 3.873 -0.094 -0.363
C -0.811 2.796 0.928 -0.417
Cl 0.896 2.511 1.097 -0.030
H -2.222 3.961 -0.138 0.223
H -0.693 4.849 0.102 0.228
H -1.343 1.854 0.790 0.229
H -1.156 3.245 1.859 0.218
Cl -0.749 -2.130 1.805 -0.096
C 0.238 -0.612 2.099 -0.368
C 1.613 -0.874 2.654 -0.428
Cl 2.719 -1.596 1.545 -0.025
H -0.376 0.009 2.751 0.219
H 0.330 -0.023 1.186 0.236
H 1.522 -1.555 3.500 0.222
H 2.083 0.055 2.977 0.231
```



Need the numbers? Relative energies in kcal/mol: entry P 0.0; entry Q 4.5.



Entry P
The following is a quantum chemistry calculation of the molecule C21H30ClN3O2, from the Open Molecules 2025 dataset.

Values from the calculation:
E_HOMO (eV): -8.684
Kohn-Sham gap (eV): 9.19

The geometry in XYZ format:
```
57
Properties=species:S:1:pos:R:3:nbo_charge:R:1
C -2.070 -2.173 -3.112 -0.632
C -2.511 -1.618 -1.785 0.007
C -2.429 -2.371 -0.620 -0.212
C -2.814 -1.835 0.598 -0.212
C -3.300 -0.535 0.707 0.006
C -3.663 0.033 2.049 -0.536
C -2.593 0.874 2.745 0.693
O -2.795 1.321 3.862 -0.646
N -1.446 1.080 2.063 -0.654
C -0.383 1.877 2.629 -0.218
C 0.422 2.674 1.595 0.116
C -0.493 3.502 0.693 -0.627
C 1.358 3.601 2.368 -0.610
N 1.308 1.809 0.787 -0.629
C 0.949 0.904 -0.152 0.713
O -0.218 0.634 -0.405 -0.665
C 2.105 0.256 -0.917 -0.307
C 3.219 -0.324 -0.024 -0.423
C 2.861 -1.717 0.509 -0.227
N 2.322 -2.619 -0.512 -0.429
C 3.185 -2.667 -1.703 -0.243
C 2.748 -1.493 -2.629 -0.427
C 1.585 -0.838 -1.863 -0.237
C 1.086 -2.030 -1.037 -0.233
C -3.383 0.199 -0.473 -0.024
Cl -3.952 1.847 -0.427 -0.011
C -3.001 -0.322 -1.696 -0.225
H -1.676 -3.183 -3.003 0.215
H -2.901 -2.211 -3.819 0.223
H -1.291 -1.550 -3.554 0.219
H -2.050 -3.385 -0.663 0.213
H -2.737 -2.436 1.496 0.215
H -4.547 0.668 1.986 0.252
H -3.905 -0.773 2.742 0.240
H -1.317 0.714 1.127 0.444
H -0.840 2.581 3.327 0.231
H 0.307 1.256 3.212 0.190
H -1.121 4.149 1.308 0.218
H 0.107 4.127 0.030 0.208
H -1.142 2.872 0.089 0.244
H 0.781 4.301 2.969 0.228
H 2.008 3.033 3.038 0.211
H 1.979 4.177 1.679 0.212
H 2.295 1.954 0.916 0.396
H 2.538 1.064 -1.520 0.228
H 4.129 -0.394 -0.623 0.209
H 3.466 0.332 0.815 0.205
H 3.746 -2.176 0.956 0.203
H 2.108 -1.637 1.298 0.199
H 4.235 -2.618 -1.412 0.197
H 3.030 -3.623 -2.205 0.202
H 3.562 -0.794 -2.832 0.204
H 2.399 -1.872 -3.590 0.214
H 0.821 -0.427 -2.520 0.231
H 0.586 -2.758 -1.683 0.195
H 0.403 -1.761 -0.235 0.224
H -3.071 0.301 -2.579 0.223
```



Entry Q
The following is a quantum chemistry calculation of the molecule C21H30ClN3O2, from the Open Molecules 2025 dataset.

Values from the calculation:
E_HOMO (eV): -7.839
Kohn-Sham gap (eV): 8.42

The geometry in XYZ format:
```
57
Properties=species:S:1:pos:R:3:nbo_charge:R:1
O 3.425 1.222 0.632 -0.647
C 3.389 0.155 0.045 0.696
C 4.587 -0.382 -0.735 -0.303
C 5.672 0.694 -0.884 -0.423
C 6.405 0.937 0.437 -0.078
O 6.940 -0.253 0.976 -0.529
C 5.924 -1.189 1.234 -0.070
C 5.208 -1.610 -0.051 -0.422
N 2.271 -0.616 0.083 -0.452
C 1.994 -1.799 -0.704 -0.207
C 0.525 -1.818 -1.154 -0.414
C 0.045 -0.399 -1.440 -0.435
C 0.107 0.486 -0.169 -0.038
N -1.157 0.747 0.496 -0.455
C -1.987 -0.401 0.804 -0.242
C -3.106 0.025 1.765 -0.202
N -3.919 1.059 1.162 -0.449
C -5.015 0.727 0.389 0.277
C -5.364 1.421 -0.777 -0.305
C -6.508 1.103 -1.483 -0.170
C -7.348 0.083 -1.072 -0.288
C -7.012 -0.600 0.085 0.005
Cl -8.043 -1.872 0.651 -0.003
C -5.881 -0.293 0.811 -0.321
C -3.078 2.185 0.824 -0.220
C -1.956 1.780 -0.138 -0.232
C 1.125 -0.119 0.816 -0.224
H 4.246 -0.659 -1.739 0.218
H 5.223 1.631 -1.214 0.226
H 6.392 0.361 -1.635 0.205
H 7.257 1.603 0.282 0.189
H 5.713 1.396 1.155 0.192
H 6.415 -2.048 1.698 0.193
H 5.193 -0.767 1.942 0.164
H 4.454 -2.360 0.185 0.208
H 5.941 -2.055 -0.727 0.213
H 2.206 -2.703 -0.116 0.191
H 2.637 -1.812 -1.584 0.205
H -0.102 -2.272 -0.387 0.200
H 0.439 -2.433 -2.051 0.221
H -0.973 -0.420 -1.829 0.217
H 0.680 0.037 -2.213 0.210
H 0.496 1.468 -0.457 0.210
H -1.383 -1.169 1.287 0.203
H -2.456 -0.836 -0.098 0.169
H -3.706 -0.844 2.025 0.208
H -2.658 0.431 2.676 0.202
H -4.738 2.213 -1.154 0.210
H -6.745 1.655 -2.380 0.215
H -8.235 -0.173 -1.626 0.226
H -5.690 -0.835 1.723 0.223
H -3.676 2.997 0.413 0.211
H -2.619 2.535 1.754 0.207
H -1.319 2.644 -0.340 0.209
H -2.396 1.438 -1.092 0.166
H 0.692 -0.942 1.387 0.186
H 1.467 0.649 1.510 0.256
```



Need the numbers? Relative energies in kcal/mol: entry P 0.0; entry Q 43.5.